(1)
{"formula": "C37H36BF5N2O5STi", "method": "ωB97M-V with the def2-TZVPD basis set", "species": ["H", "O", "H", "H", "N", "C", "H", "F", "H", "H", "H", "C", "H", "C", "H", "C", "H", "C", "C", "C", "H", "C", "C", "H", "H", "H", "C", "C", "C", "H", "H", "O", "H", "H", "C", "C", "C", "C", "S", "C", "B", "H", "C", "C", "C", "H", "C", "C", "C", "H", "F", "H", "C", "O", "H", "C", "C", "C", "F", "C", "O", "H", "C", "O", "H", "C", "C", "H", "H", "C", "C", "C", "H", "N", "H", "C", "H", "H", "F", "H", "C", "H", "C", "H", "F", "Ti", "H", "H"], "coordinates": [[0.84042, -1.94885, 1.80026], [2.56701, 3.41377, -4.41810], [-1.84457, -2.77996, -2.74105], [-1.65037, -0.48826, 2.72576], [-0.11419, -1.72113, -0.37317], [-2.19226, -1.22587, 0.27139], [-1.99334, 2.41018, -3.64459], [1.64261, 4.92026, 4.68268], [3.38857, -4.44220, 0.75066], [-3.77729, 3.77038, -0.63051], [-4.68736, 1.69714, -2.16380], [1.08850, -3.06657, -2.05879], [-0.53520, -0.89082, -4.29825], [-1.11015, -3.28150, -3.36961], [-1.61982, -3.26958, -0.27146], [0.82675, 4.46407, 2.52144], [-3.17182, 2.83835, 3.49395], [2.74170, -4.06139, -0.03250], [1.06964, -3.91126, 2.58466], [-0.70803, 0.94731, 3.97763], [-3.34451, 1.01560, 4.77087], [2.72555, 2.28970, -4.02797], [0.92079, -2.65127, -0.72431], [0.90715, -3.59987, 3.62194], [-0.86261, 1.96556, 4.35108], [-3.77279, 0.63773, -3.25520], [-2.16908, 2.77266, -2.62473], [0.26878, -2.61007, -3.26722], [3.45250, 1.18745, -4.78748], [3.28479, -1.35582, 1.76356], [-4.04033, 4.34571, 1.75012], [3.86259, -1.14291, -4.21156], [-1.78124, 0.85055, -1.81004], [-2.80477, -0.66447, 4.84565], [1.58717, -2.73684, 1.75078], [-3.87075, 0.96765, -2.21507], [-3.04295, 2.57919, 2.44657], [-2.36507, 1.41038, 2.10868], [-0.32448, 4.17525, 0.09427], [0.14072, -1.09602, -3.46036], [-0.06824, -0.28381, -0.04258], [-0.25853, -0.60282, -2.57634], [-3.39002, 3.10073, 0.13064], [2.15377, 2.10896, 2.54014], [-3.54471, 3.42290, 1.46824], [-1.26035, 3.25041, -2.26148], [1.57816, 4.11669, 3.61235], [2.29744, 1.63307, -2.79807], [2.93242, -4.47088, -1.33695], [3.65983, -2.96783, 2.37764], [2.94595, 2.54707, 4.74555], [2.72145, -1.83201, 3.36253], [2.69050, 0.30677, -2.70275], [1.55743, 2.10568, -1.80558], [-0.49984, 0.29319, 4.83259], [1.44196, 2.41983, 1.38864], [-2.69244, 1.96266, -0.25304], [0.71305, 3.65434, 1.37072], [0.17777, 5.63670, 2.61099], [-3.08641, 0.14266, 4.16112], [3.93139, 1.27231, -5.85890], [3.73393, -5.15606, -1.58713], [3.41835, -0.09316, -3.91797], [2.35472, -0.39234, -1.69468], [0.12386, -4.29201, 2.18792], [1.74572, -3.14450, 0.29450], [-2.16198, 1.14030, 0.74975], [-2.96437, 3.52635, -2.67485], [-3.24066, -1.25087, 0.53226], [2.88925, -2.18883, 2.34203], [-1.92750, 0.44840, 3.20541], [-1.39200, -2.22401, -0.14078], [0.84228, -2.98044, -4.11985], [-1.45272, -0.04630, 0.35575], [-1.46687, -3.22343, -4.40373], [2.11024, -3.97022, -2.33266], [-1.06726, -4.33643, -3.08125], [1.79233, -4.73603, 2.58776], [2.76412, 0.90452, 2.67039], [-3.98568, -0.16242, 3.61708], [-2.56373, 1.60044, -1.72558], [0.16956, 0.96556, 3.34126], [2.25910, 2.91387, 3.64016], [-4.15133, 0.10227, -1.60629], [3.48444, 0.86705, 0.21427], [1.76407, 1.09723, -0.28702], [2.28331, -4.26032, -3.36457], [1.10605, -0.63942, -3.69379]], "lowdin_charge": [0.116, 0.107, 0.060, 0.117, 0.018, -0.085, 0.077, 0.084, 0.103, 0.107, 0.074, -0.118, 0.089, -0.069, 0.118, -0.288, 0.105, -0.044, -0.067, -0.038, 0.067, -0.299, -0.119, 0.074, 0.088, 0.072, -0.075, -0.332, -0.264, 0.069, 0.097, 0.145, 0.105, 0.070, -0.361, -0.065, -0.045, -0.122, 0.597, -0.026, -0.324, 0.061, -0.091, -0.311, -0.093, 0.025, -0.176, -0.230, -0.081, 0.070, 0.065, 0.079, -0.349, -0.125, 0.080, -0.177, -0.170, -0.680, 0.029, -0.081, 0.147, 0.094, -0.301, -0.086, 0.074, -0.120, -0.124, 0.069, 0.121, -0.058, -0.358, -0.088, 0.118, 0.017, 0.071, -0.043, 0.075, 0.071, 0.028, 0.076, -0.361, 0.059, -0.187, 0.066, -0.353, 1.163, 0.108, 0.060], "orbital_gap_ev": 5.39, "largest_force_ev_per_a": 2.9, "charge": -2, "e_above_lowest_kcal_mol": 33.6, "mol_weight_da": 774.4, "lumo_energy_ev": 4.221}

***

(2)
{"formula": "C37H36Cl5F9O5P3S4Sc", "method": "ωB97M-V with the def2-TZVPD basis set", "species": ["H", "F", "H", "S", "H", "Cl", "Cl", "H", "H", "H", "C", "C", "H", "H", "H", "C", "C", "C", "Cl", "C", "F", "C", "H", "C", "H", "O", "F", "H", "H", "P", "C", "O", "S", "F", "O", "C", "C", "H", "F", "C", "F", "C", "H", "O", "C", "Cl", "C", "C", "H", "Cl", "C", "H", "S", "H", "C", "H", "H", "H", "C", "H", "H", "H", "H", "H", "Sc", "C", "C", "H", "C", "H", "H", "C", "F", "H", "O", "C", "C", "H", "H", "C", "C", "S", "C", "H", "C", "C", "C", "P", "C", "F", "C", "C", "F", "P", "C", "H", "C", "H", "C", "H"], "coordinates": [[-1.47366, 4.76896, -1.86920], [5.59177, -3.55160, -3.63454], [-0.24352, -5.65450, -1.18494], [0.31464, 0.64123, 2.59837], [-2.12256, 7.12350, -2.37336], [-6.15925, 1.01328, -2.51980], [-0.03873, -0.06684, -2.58579], [-0.71568, 5.65418, 3.71513], [2.92087, -3.36129, 5.59070], [4.11256, -2.81571, 4.39008], [-2.60384, -3.24178, -1.14403], [0.10211, 5.59405, -3.08328], [1.46286, 4.71804, 3.15142], [1.20322, 7.16038, 2.86238], [4.54469, 2.18986, 1.19824], [-3.49177, -5.27963, -2.04077], [-0.45852, -5.12775, 5.51409], [-0.39942, -4.63868, 4.14614], [-4.58641, 0.52281, 0.15413], [1.44420, -3.48278, -0.93593], [0.59837, -4.71984, 6.32836], [3.79008, -4.22433, -2.25690], [-1.49492, -2.79324, 4.53248], [0.42484, -4.86098, 1.86796], [-4.63260, -3.47907, -1.80306], [-1.74153, 0.02790, -0.25370], [5.99446, -5.08244, -2.16601], [4.83166, 2.82300, 2.82628], [2.34793, 6.49394, 1.68739], [0.31391, 3.87543, -0.05663], [2.16819, -1.89776, 4.23204], [3.14784, 0.80038, 2.99252], [2.50975, -0.27154, 0.28612], [-5.65946, -5.32139, -2.99339], [2.33409, -1.59275, 2.81810], [-4.46446, 0.70921, -2.55339], [-0.94337, -3.36303, 3.79419], [4.71182, -4.16986, -0.32200], [-0.42740, -6.48092, 5.61594], [1.45933, -3.66879, -2.32030], [-5.10516, -6.98604, -1.73564], [3.79846, -4.02785, -0.88416], [2.60966, -4.18630, -4.05233], [1.11548, 4.19921, 1.26615], [-1.20186, -5.16834, -1.32408], [-1.56243, 0.39835, -5.28606], [-3.78140, 0.49724, -1.36441], [-0.61387, 5.06446, 2.80206], [-0.54494, 5.68777, -3.95723], [-4.64737, 0.94794, -5.25164], [5.04164, -4.60175, -2.98395], [-1.28305, 5.48275, 2.04813], [1.49388, 2.68548, -1.11622], [0.79150, 6.44058, -3.06875], [-0.73716, 5.57565, -1.82243], [-2.11392, -6.92763, -2.12982], [-1.20093, -1.88623, 2.30843], [-0.92612, 4.04232, 3.00827], [2.63404, -3.65396, -0.23180], [5.04034, 0.45586, 3.68165], [-2.02164, 6.83028, -0.63130], [2.79395, -3.91586, 3.92131], [2.42059, -1.00987, 4.81667], [6.12294, 1.95849, 1.97547], [0.11657, 0.72013, 0.05388], [4.56298, 0.69090, 2.72927], [-2.39878, 0.24461, -1.35585], [0.67736, 4.67469, -3.17791], [-4.61889, -6.08305, -2.61201], [2.64205, -3.49171, 0.83883], [4.75032, -0.13480, 2.03962], [0.27098, -5.36269, 3.12867], [-4.23616, -6.78960, -3.69731], [0.66678, -6.34696, 3.35530], [0.12099, 5.33199, -0.67729], [-0.76844, -2.85428, 2.54091], [0.83156, 5.11444, 2.35424], [0.70767, 6.92266, 1.17780], [0.54663, -3.53596, -2.88986], [-3.79435, 0.68214, -3.77745], [-1.35288, -3.82280, -0.97384], [-1.40285, 2.93939, 0.24082], [2.61748, -4.03633, -2.98016], [-2.75702, -2.21663, -0.83463], [1.30160, 6.50915, 1.99170], [5.04573, 1.99729, 2.14734], [-2.42451, 0.43928, -3.79698], [2.11347, -0.14834, 2.23441], [-0.04979, -3.54743, 1.51683], [4.82243, -5.54373, -3.92403], [-1.44307, 6.88710, -1.55334], [-3.67082, -3.95762, -1.67230], [-1.55442, -4.70690, 6.19627], [-0.04862, -2.84234, -0.09625], [3.06261, -3.06759, 4.55061], [1.11884, -2.14650, 4.37814], [-2.25384, -5.88961, -1.85365], [0.92821, -5.47204, 1.12715], [-1.75636, 0.22675, -2.60203], [-0.71589, 7.69631, -1.46276]], "mulliken_spin": [0.000, 0.000, 0.020, 0.004, 0.000, 0.000, 0.002, 0.000, -0.002, 0.000, 0.018, 0.000, 0.000, 0.000, 0.000, 0.022, 0.029, 0.274, 0.000, -0.003, 0.019, 0.001, 0.014, 0.215, -0.002, 0.004, 0.000, 0.000, 0.000, -0.001, 0.000, -0.001, 0.001, 0.000, -0.012, 0.001, 0.046, 0.000, 0.003, 0.015, 0.001, -0.016, 0.000, 0.000, 0.052, 0.000, -0.003, 0.000, 0.000, 0.000, 0.000, 0.000, 0.001, 0.000, 0.000, -0.002, 0.023, 0.000, 0.000, 0.000, 0.000, 0.015, -0.002, 0.000, -0.014, 0.000, 0.011, 0.000, -0.001, 0.024, 0.000, -0.007, 0.001, 0.011, 0.000, 0.048, 0.000, 0.000, 0.003, -0.001, 0.014, 0.000, -0.005, 0.010, 0.000, 0.000, 0.002, 0.017, 0.171, 0.000, 0.000, -0.014, 0.004, -0.038, -0.014, 0.004, -0.019, 0.059, -0.002, 0.000], "orbital_gap_ev": [3.67, 7.34], "largest_force_ev_per_a": 0.4, "charge": -1, "e_above_lowest_kcal_mol": 25.9, "mol_weight_da": 1175.1, "multiplicity": 2, "lumo_energy_ev": [1.873, 1.872]}